(1)
Molecular formula: C4H11N2
Method: DFT, the ωB97M-V functional and the def2-TZVPD basis

Net charge: +1
Highest occupied orbital energy in eV: -15.67
LUMO level in eV: -6.2430
2S+1: 1
Frontier orbital gap in eV: 9.423

Positions of all 17 atoms, in Å:
N  -0.655  1.683  -0.520
N  0.180  0.313  -2.635
C  1.294  0.884  0.829
C  0.840  -0.241  1.797
C  0.357  0.954  -0.349
C  0.625  0.035  -1.464
H  -3.861  -3.013  0.680
H  0.588  0.223  2.751
H  1.194  1.857  1.290
H  1.263  -0.845  -1.388
H  -0.666  0.902  -2.552
H  2.314  0.674  0.518
H  1.626  -0.977  1.936
H  -0.071  -0.735  1.474
H  -4.306  -3.612  0.649
H  0.002  -0.471  -3.262
H  -0.723  2.370  0.246

---

(2)
Molecular formula: C6H23NO5
Method: DFT, the ωB97M-V functional and the def2-TZVPD basis

Net charge: +1
Expectation value of S²: 0.76
Highest occupied orbital energy (spin up / spin down) in eV: -13.97 / -13.97
LUMO level (spin up / spin down) in eV: -3.9411 / -8.0927
2S+1: 2
Frontier orbital gap (spin up / spin down) in eV: 10.025 / 5.873

Positions of all 35 atoms, in Å:
O  1.185  -2.617  2.729
O  -2.724  -0.076  -1.690
O  2.081  2.594  -1.456
O  -1.945  2.449  -2.366
O  -1.469  -3.396  0.509
N  -1.245  -0.278  2.772
C  0.786  0.305  1.204
C  0.933  -0.375  -2.687
C  1.442  -0.094  -0.088
C  1.276  1.429  1.908
C  0.573  0.325  -1.369
C  -0.305  -0.344  1.611
H  -1.077  1.982  -2.002
H  0.277  -2.393  2.666
H  -1.794  -0.161  -2.087
H  -0.907  -2.550  0.638
H  -0.579  -1.315  1.124
H  0.677  1.777  2.860
H  1.602  0.101  -3.303
H  1.466  -1.395  -2.514
H  -0.562  0.058  -1.254
H  -3.227  0.817  -2.133
H  2.073  2.221  -2.378
H  -1.482  0.616  3.103
H  3.035  2.455  -1.314
H  -2.102  -0.664  2.507
H  1.844  -1.069  -0.180
H  2.426  0.481  -0.102
H  -2.378  2.691  -1.488
H  1.299  2.355  1.362
H  0.694  1.401  -1.438
H  -1.649  -3.329  -0.377
H  -0.023  -0.693  -3.229
H  2.270  1.361  2.530
H  1.580  -1.908  2.318

---

| no. | DFT total energy (Ha) |
| --- | --- |
| 1 | -268.18868 |
| 2 | -672.89025 |